Entry 1:
{"formula": "C36H38ClN9O10P2SeTc", "method": "ωB97M-V/def2-TZVPD", "s2": 3.798, "gap_ev": [5.966, 5.636], "lumo_energy_ha": [-0.0794, -0.0830], "multiplicity": 4, "elements": ["C", "O", "H", "H", "C", "H", "N", "H", "H", "N", "C", "C", "C", "O", "H", "H", "H", "H", "H", "N", "O", "C", "C", "H", "C", "H", "C", "C", "C", "C", "C", "H", "C", "H", "O", "O", "P", "O", "H", "C", "Tc", "H", "Cl", "C", "O", "C", "H", "C", "H", "H", "C", "H", "C", "C", "C", "H", "C", "C", "H", "H", "H", "O", "C", "C", "H", "O", "C", "H", "C", "H", "H", "C", "H", "N", "O", "C", "P", "H", "H", "N", "H", "H", "N", "C", "N", "Se", "H", "H", "H", "C", "C", "C", "C", "N", "H", "N", "H", "C"], "positions_angstrom": [[0.2174, 0.9362, 5.5330], [1.6936, -0.3137, 0.6312], [0.5858, -2.1536, 3.0737], [1.1656, 1.4114, 5.7498], [-4.1241, -2.1306, 1.0113], [1.8124, -2.2833, -2.9466], [-1.9799, 2.7736, 1.3466], [1.4471, 7.1277, 0.5301], [2.1264, 2.5798, -0.9614], [0.5000, 4.2373, 1.9443], [1.3226, 6.3838, 1.3028], [-3.1547, 2.8232, 1.2273], [-4.1170, -3.5158, 1.1533], [-0.5571, 0.2912, 1.6246], [1.8132, -0.8733, -1.8792], [-7.2107, -1.6375, 2.3009], [-3.2562, -4.0947, 0.8467], [-5.2972, -0.3504, 1.3684], [0.4674, -0.5371, 7.0555], [-0.4010, 1.2195, -2.4366], [0.9901, -1.3142, 2.8097], [-0.8479, 1.5185, -1.2524], [0.2878, -2.9145, -4.9656], [3.0073, -2.2589, -5.1422], [-1.7770, -2.0855, 6.6560], [2.7114, 0.0450, -6.1739], [0.7872, -5.2633, -4.6614], [0.5359, 3.4639, 4.1515], [0.5462, -1.5804, -5.6289], [-0.2418, -5.3613, -3.7420], [0.9216, 4.4772, 3.2177], [-0.2962, -1.3778, -6.2942], [-6.3148, -2.1488, 1.9649], [5.0491, -0.4255, -2.8389], [-2.2170, -3.0487, 6.1025], [3.4856, -0.0637, 2.4122], [2.7325, 0.7784, 1.3018], [3.6414, 1.2938, 0.2770], [-1.8276, -4.3404, -2.7181], [1.0433, -4.0409, -5.2668], [-0.1159, 2.3303, 1.6580], [-1.3511, -1.1851, 8.3017], [-0.5654, -6.8820, -2.9737], [3.0645, -0.6429, -3.6559], [-0.1857, -2.0373, 0.6651], [1.7353, 1.6030, -3.6058], [1.9700, 5.7742, 4.5616], [2.0020, 0.2615, -4.3653], [3.2115, -1.9262, -1.9327], [1.8497, -3.9775, -5.9880], [2.4262, -1.4775, -2.5438], [0.2970, 4.9871, 0.0385], [-1.7622, 0.7361, 4.1749], [-1.0212, -4.2574, -3.4337], [-0.5745, 1.4014, 4.4854], [2.6857, 2.0451, -3.3225], [0.6816, 5.2001, 1.0276], [-5.4540, 3.3571, 1.4627], [4.3089, -1.0691, -5.4067], [4.4199, -2.2469, -4.1055], [3.9050, 0.6955, -2.1315], [1.8212, 1.7814, 2.0089], [1.6130, 5.6426, 3.5494], [-1.3409, -0.8515, 5.9289], [-3.0239, -0.9420, 4.6143], [-1.6601, -2.0455, 7.9993], [1.8263, 6.6013, 2.5867], [0.2295, -0.7307, -3.6758], [4.1954, 0.2147, -3.0655], [1.2712, 2.2488, -4.3531], [2.3642, 7.5087, 2.8213], [0.6358, -0.4066, -4.6268], [-5.2725, -5.2101, 1.8018], [0.8879, 1.6180, -2.4215], [2.5253, 0.7835, -5.5867], [-0.1728, -0.1736, 6.2603], [0.3867, -0.8731, 1.3676], [-0.0135, 0.3911, -4.9884], [1.4250, -1.6484, -6.2728], [-4.3718, 2.7813, 1.0087], [0.7309, 3.5655, 5.2122], [4.5282, 0.9662, -3.7853], [-6.3189, -3.4711, 2.0900], [-5.2488, -1.4289, 1.4462], [0.0889, 2.1225, -0.4650], [-2.7086, -1.1845, 0.1703], [1.3847, -6.1316, -4.9025], [-2.3789, 1.1033, 3.3675], [-1.8588, 1.3293, -0.9354], [-5.2352, -4.1318, 1.6925], [3.7283, -1.6066, -4.6541], [-2.1267, -0.3954, 4.8740], [-0.7546, -3.0475, -4.0494], [-0.1512, 2.4744, 3.6672], [-1.3729, -2.1923, -3.8046], [-6.4528, 3.8142, 1.8231], [2.8526, -0.5820, 2.9425], [1.1701, 2.1704, -1.2407]]}


Entry 2:
{"formula": "C22H26N2O4S", "method": "ωB97M-V/def2-TZVPD", "gap_ev": 8.880, "lumo_energy_ha": 0.0250, "multiplicity": 1, "elements": ["H", "H", "H", "H", "H", "C", "H", "H", "C", "C", "C", "O", "C", "H", "H", "C", "C", "H", "H", "C", "C", "O", "C", "H", "C", "H", "H", "C", "H", "H", "C", "N", "H", "C", "C", "O", "H", "C", "S", "O", "H", "H", "H", "C", "H", "H", "H", "C", "C", "C", "H", "C", "C", "H", "N"], "positions_angstrom": [[-2.6583, -0.1230, -1.7617], [4.2086, -1.5207, 1.5640], [-0.6083, -1.9229, 1.1158], [-6.1169, -0.9016, 0.0709], [-2.5080, 0.7841, 2.3932], [-2.4297, 1.8190, 0.5034], [-0.1368, -3.6513, -2.3282], [-7.6952, 0.9921, 0.0258], [0.1346, -2.7009, 1.2803], [6.4728, 1.8381, -0.7270], [-3.0679, -1.0362, -1.3248], [2.4535, -2.8457, 1.7954], [-6.1595, 2.4750, 0.1894], [6.6689, 2.6690, 1.2604], [1.1713, -2.7240, -1.5457], [-0.7700, -1.7770, -1.4792], [-4.8011, 2.7099, 0.3061], [-2.1935, 2.7909, 0.9367], [-6.8501, 3.3048, 0.1725], [2.9425, -0.4140, 0.2386], [-3.4026, -0.7869, 0.1708], [-2.1887, -0.5817, 0.8828], [-5.7503, 0.1130, 0.1300], [5.7341, 3.6718, 0.1517], [4.0247, 1.3342, -1.0088], [3.9683, 2.1322, -1.7355], [7.4941, 3.6021, 0.0068], [0.1204, -2.9987, -1.4947], [-4.4280, 3.7208, 0.3846], [-2.3338, -3.0062, -1.1709], [-4.3864, 0.3455, 0.2327], [1.7471, -1.0931, 0.5113], [-0.8971, 0.7522, 1.6265], [-1.9721, 0.6987, 1.4350], [2.8861, 0.6215, -0.6922], [-0.3142, -0.6439, -1.4798], [-1.9002, 1.7253, -0.4484], [5.2434, 1.0350, -0.4113], [-0.1356, -4.0441, 0.0286], [-1.5862, -4.2900, 0.0389], [6.4188, 2.2111, -1.7519], [1.9451, 0.8519, -1.1707], [0.9523, -0.7186, -0.0034], [-3.9070, 1.6508, 0.3186], [-0.0467, -3.1919, 2.2366], [7.3593, 1.2066, -0.6398], [6.2245, -0.2435, 0.9934], [-6.6345, 1.1764, 0.1063], [5.2863, 0.0040, 0.5177], [4.1551, -0.7195, 0.8465], [-3.9804, -1.3182, -1.8540], [1.5721, -2.2251, 1.2353], [6.6025, 3.0219, 0.2338], [-3.8455, -1.7072, 0.5789], [-2.0816, -2.0721, -1.4914]]}